(1)
Computed, not measured: C39H38N2O3V as an isolated structure, with the ωB97M-V functional and the def2-TZVPD basis.

Geometry as XYZ:
```
83
C39H38N2O3V the ωB97M-V functional and the def2-TZVPD basis
V -0.583 -0.090 -0.157
O -1.091 1.211 -0.968
C -1.053 2.801 -0.482
C -1.669 2.724 0.917
C -1.199 1.724 1.937
C -1.051 2.048 3.271
C -0.947 1.035 4.219
C -1.117 -0.295 3.842
C -1.278 -0.606 2.511
C -1.846 -1.926 2.051
C -1.443 -2.570 0.716
O -1.542 -1.422 -0.351
C -0.056 -3.176 0.667
C 0.822 -3.076 1.746
C 2.035 -3.758 1.726
C 2.387 -4.514 0.619
C 1.535 -4.580 -0.479
C 0.314 -3.924 -0.453
C -2.513 -3.575 0.306
C -3.305 -3.425 -0.824
C -4.256 -4.391 -1.130
C -4.418 -5.496 -0.310
C -3.620 -5.646 0.817
C -2.664 -4.694 1.127
N -1.166 0.401 1.580
C -1.994 3.508 -1.428
C -2.995 2.853 -2.140
C -3.871 3.588 -2.924
C -3.767 4.972 -2.977
C -2.777 5.623 -2.256
C -1.879 4.897 -1.491
C 0.373 3.236 -0.587
C 1.137 3.545 0.539
C 2.410 4.077 0.393
C 2.931 4.289 -0.877
C 2.187 3.955 -2.003
C 0.912 3.436 -1.862
H -1.608 3.730 1.333
H -2.738 2.518 0.787
H -1.072 3.085 3.576
H -0.816 1.287 5.264
H -1.189 -1.075 4.589
H -1.683 -2.685 2.817
H -2.931 -1.768 2.025
H 0.549 -2.525 2.639
H 2.681 -3.731 2.595
H 3.311 -5.078 0.617
H 1.803 -5.183 -1.337
H -0.378 -4.032 -1.278
H -3.195 -2.566 -1.471
H -4.871 -4.275 -2.012
H -5.160 -6.245 -0.549
H -3.735 -6.513 1.454
H -2.027 -4.846 1.991
H -3.092 1.777 -2.105
H -4.637 3.080 -3.494
H -4.456 5.543 -3.585
H -2.693 6.700 -2.299
H -1.093 5.411 -0.951
H 0.730 3.444 1.537
H 2.980 4.364 1.267
H 3.912 4.734 -0.989
H 2.589 4.136 -2.992
H 0.311 3.229 -2.739
O 1.168 -0.388 -0.142
C 2.331 -0.940 0.153
C 3.117 -0.358 1.258
C 4.207 0.462 0.464
C 3.868 0.908 -0.986
C 4.022 -0.137 -2.115
C 2.954 -1.235 -2.143
N 2.882 -1.713 -0.732
H 3.591 -1.119 1.877
H 2.483 0.270 1.879
H 5.117 -0.141 0.440
H 4.432 1.347 1.058
H 4.571 1.708 -1.216
H 2.881 1.380 -1.026
H 5.008 -0.603 -2.034
H 4.005 0.372 -3.080
H 3.216 -2.072 -2.784
H 1.972 -0.870 -2.434
H 3.744 -2.145 -0.412
```

Properties
* energy above the lowest of the compared OMol25 structures with the same formula, charge and spin: 43.8 kcal/mol
* frontier orbital gap: 4.79 eV
* total charge: +3
* spin multiplicity: 1
* highest occupied orbital energy: -0.598 Ha



(2)
Computed, not measured: an isolated ion of composition C15H33FO3PS and charge +1, with the ωB97M-V functional and the def2-TZVPD basis.

Geometry as XYZ:
```
54
C15H33FO3PS the ωB97M-V functional and the def2-TZVPD basis
C -3.845 -1.079 -3.388
C -3.031 -0.049 -4.173
C -1.639 0.204 -3.559
C -0.476 -0.510 -4.280
C 0.070 -1.711 -3.505
C 0.890 -1.290 -2.268
C 0.335 -1.867 -0.958
C 1.367 -1.883 0.197
P 0.988 -0.666 1.464
C -0.605 -1.098 2.170
C 2.234 -0.805 2.781
C 3.260 0.337 2.921
C 2.996 1.305 4.076
F 3.937 1.101 5.071
C 0.999 0.924 0.619
C 0.856 2.249 1.383
C -0.146 2.344 2.533
S -1.828 2.246 1.909
O -1.843 1.260 0.869
O -2.309 3.559 1.662
O -2.641 1.625 3.131
H -4.732 -1.397 -3.937
H -4.174 -0.668 -2.431
H -3.240 -1.965 -3.173
H -3.583 0.891 -4.212
H -2.913 -0.407 -5.198
H -1.667 -0.127 -2.513
H -1.448 1.279 -3.561
H -0.789 -0.830 -5.276
H 0.342 0.202 -4.431
H -0.772 -2.331 -3.182
H 0.693 -2.317 -4.165
H 0.858 -0.196 -2.204
H 1.934 -1.593 -2.375
H -0.542 -1.274 -0.673
H -0.040 -2.877 -1.122
H 1.435 -2.857 0.685
H 2.356 -1.613 -0.189
H -1.428 -0.851 1.502
H -0.742 -0.596 3.129
H -0.587 -2.175 2.353
H 1.696 -0.963 3.719
H 2.757 -1.741 2.570
H 4.228 -0.117 3.138
H 3.388 0.883 1.985
H 3.076 2.347 3.762
H 2.015 1.134 4.534
H 1.943 0.935 0.065
H 0.199 0.853 -0.121
H 0.557 2.992 0.639
H 1.829 2.579 1.748
H -0.067 3.335 2.985
H 0.006 1.605 3.324
H -2.159 1.667 3.971
```

Properties
* frontier orbital gap: 10.43 eV
* total charge: +1
* spin multiplicity: 1
* highest occupied orbital energy: -0.483 Ha